(1)
ORCA calculation (ωB97M-V/def2-TZVPD) on a cluster of 2 separate species, C4H12 in total.

Element x y z (Å)
C1 2.425 0.931 -0.023
C2 1.415 1.843 -0.729
H1 3.037 1.503 0.674
H2 1.904 0.196 0.591
H3 3.034 0.391 -0.744
H4 0.856 2.448 -0.012
H5 0.689 1.269 -1.303
H6 1.935 2.495 -1.433
C3 -1.583 -0.929 -0.152
C4 -2.244 -1.843 0.881
H7 -1.097 -1.501 -0.935
H8 -2.289 -0.249 -0.639
H9 -0.799 -0.357 0.352
H10 -1.628 -2.706 1.137
H11 -3.212 -2.214 0.532
H12 -2.443 -1.278 1.803

## Properties
Energy relative to the best compared isomer or geometry (same formula, charge and spin)   0.052 eV
E_HOMO   -0.43595 Eh
Largest force on an atom   0.013 hartree/bohr
E_LUMO   0.0417 hartree

=====

(2)
ORCA calculation (ωB97M-V/def2-TZVPD) on a cluster of 2 separate species, C4H12 in total in a non-equilibrium geometry.

Element x y z (Å)
C1 -0.675 -1.829 0.892
C2 -1.758 -1.823 -0.161
H1 -0.239 -0.838 1.010
H2 -0.756 -2.296 1.881
H3 0.162 -2.487 0.604
H4 -2.358 -2.737 -0.155
H5 -1.307 -1.633 -1.127
H6 -2.534 -1.083 0.053
C3 1.411 2.458 0.073
C4 1.020 1.199 -0.821
H7 2.492 2.456 0.119
H8 0.967 3.330 -0.403
H9 0.868 2.384 1.011
H10 0.044 0.978 -0.406
H11 1.760 0.408 -0.749
H12 0.978 1.413 -1.886

## Properties
Energy relative to the best compared isomer or geometry (same formula, charge and spin)   0.658 eV
E_HOMO   -0.42084 Eh
Largest force on an atom   0.044 hartree/bohr
E_LUMO   0.0416 hartree